# 1
{
  "formula": "C51H43Cl2F12I2N7O5PRb",
  "method": "ωB97M-V with the def2-TZVPD basis set",
  "charge": -2,
  "homo_ev": -1.22,
  "species": ["I", "I", "Rb", "Cl", "Cl", "P", "F", "F", "F", "F", "F", "F", "F", "F", "F", "F", "F", "F", "O", "O", "O", "O", "O", "N", "N", "N", "N", "N", "N", "N", "C", "C", "C", "C", "C", "C", "C", "C", "C", "C", "C", "C", "C", "C", "C", "C", "C", "C", "C", "C", "C", "C", "C", "C", "C", "C", "C", "C", "C", "C", "C", "C", "C", "C", "C", "C", "C", "C", "C", "C", "C", "C", "C", "C", "C", "C", "C", "C", "C", "C", "C", "H", "H", "H", "H", "H", "H", "H", "H", "H", "H", "H", "H", "H", "H", "H", "H", "H", "H", "H", "H", "H", "H", "H", "H", "H", "H", "H", "H", "H", "H", "H", "H", "H", "H", "H", "H", "H", "H", "H", "H", "H", "H", "H"],
  "xyz": [[0.72850, 4.02588, 2.06366], [3.01098, 1.40485, 5.28016], [0.06002, -1.22464, 0.77905], [-1.31004, 0.76577, -1.37501], [-3.10978, -1.05053, -2.81822], [-0.65753, 4.52099, -0.88202], [1.38969, -0.74588, -3.93244], [3.35683, -1.09648, -3.16462], [2.42582, -3.31666, 4.73052], [2.43702, -2.53738, -4.50378], [-1.52059, -3.66702, 4.87363], [2.61427, -2.80362, 2.67347], [0.17095, -4.93951, 5.35492], [-0.62827, -3.35376, -1.81069], [0.70795, -4.56258, -3.00634], [-0.20082, -2.80002, -3.84018], [0.23494, -2.80893, 5.70855], [2.39177, -4.87995, 3.25965], [-0.18753, 1.70477, 3.21026], [2.58934, -0.26257, 0.60410], [-2.49790, -1.13598, 3.69115], [0.07029, -2.18899, 3.09847], [1.08225, -1.40779, -1.42133], [-3.06941, -1.85703, 0.71447], [-3.78639, 2.46490, 0.55163], [-2.79010, 0.79222, 1.48992], [-0.27130, 0.18264, 4.87415], [1.21413, -3.72362, 0.49665], [-5.49470, -2.79462, -0.27414], [-4.44926, 1.38195, 0.09210], [0.41943, -4.66525, 1.05258], [1.42529, 3.47776, -4.30148], [3.12797, -5.10838, 0.08681], [-4.07875, -1.03357, 0.45002], [-3.26411, -3.14811, 0.48536], [1.57752, -2.39628, -2.17430], [4.27846, -5.42998, -0.59711], [1.04549, 6.65139, 0.27492], [-2.79712, 2.09635, 1.38131], [-2.14742, 4.94655, -1.86301], [0.22421, 6.17925, -0.81726], [5.89624, -5.04485, -2.50844], [3.77066, -3.73545, -2.17668], [0.37084, -3.29499, -2.70072], [1.34942, 5.95838, 1.49480], [-0.15101, -4.54712, 2.36673], [-2.97963, 5.98957, -1.44514], [-4.62700, 5.39137, -3.09207], [-5.29208, -1.50291, -0.03706], [0.01433, -5.79633, 0.29286], [2.59277, -3.37960, -1.52143], [2.25594, -4.06510, -0.31171], [-2.63889, -7.45888, 2.44234], [4.63746, -4.73050, -1.74231], [-2.59149, 4.12097, -2.89381], [-1.13446, -5.45911, 2.74572], [-1.60336, -0.11591, -2.87159], [0.41757, 3.68371, -2.11745], [-0.17829, -3.74547, 4.81971], [0.52795, 4.09213, -3.44666], [2.22956, 2.44317, -3.84174], [1.41862, 8.72857, -1.02367], [1.83401, 0.53430, 3.71924], [1.20706, 2.62159, -1.67631], [0.66316, 8.25319, -2.04670], [0.07479, 6.98477, -1.92487], [-4.20159, 6.21417, -2.05563], [0.36786, -3.46895, 3.36921], [-0.95722, -6.67484, 0.71438], [0.36997, 0.85564, 3.90628], [-4.47622, -3.61040, -0.01417], [2.19167, -1.71507, -3.44895], [1.62432, 7.95530, 0.14163], [-1.57710, -6.50986, 1.94942], [2.42465, 8.51960, 1.16385], [2.12773, 6.54737, 2.46171], [-3.80784, 0.39377, 0.68177], [2.11615, 2.00734, -2.53244], [2.67187, 7.83182, 2.30921], [1.94936, -3.63034, 3.49373], [-3.81965, 4.34347, -3.50405], [3.28505, 8.25194, 3.09635], [-5.58551, 5.56172, -3.56591], [2.19794, 0.95342, 2.78735], [-2.57011, -0.52631, 2.94008], [-2.44235, -3.82562, 0.69982], [-0.09101, 4.89865, -3.82169], [4.91708, -6.22786, -0.22613], [4.04612, -3.24213, -3.09678], [-1.69738, -1.66292, 3.46071], [2.87162, -5.64371, 0.99166], [-0.76873, -0.79121, -2.99854], [2.83398, 9.51026, 1.00422], [2.00311, -0.53943, 3.74871], [-4.62166, -4.66637, -0.20863], [0.46160, -5.91754, -0.68646], [0.16920, -0.68559, 5.14921], [-2.66085, 6.63419, -0.63367], [-1.97721, 3.28896, -3.21364], [-3.07212, -8.02269, 1.61265], [-6.10448, -0.81631, -0.24280], [2.33836, 5.99602, 3.36828], [-4.14418, 3.68834, -4.30266], [-0.53534, 6.63751, -2.74462], [-1.27347, 0.05748, 4.72069], [2.79230, -1.10398, 1.03622], [0.50644, 8.83677, -2.94535], [-1.69163, 0.60136, -3.67932], [1.10436, 2.24867, -0.66755], [5.68081, -5.37311, -3.52998], [2.91813, 1.95284, -4.51621], [6.45725, -5.84320, -2.01772], [2.13519, -0.56430, -0.22577], [-4.01659, 3.38107, 0.21020], [-2.24292, -8.18720, 3.15880], [2.69619, 1.16884, -2.17246], [-1.59644, -5.38231, 3.71696], [-1.25239, -7.49606, 0.06544], [-2.11043, 2.77512, 1.86380], [1.88386, 9.70617, -1.07700], [6.55661, -4.17590, -2.58215], [-3.45253, -6.92707, 2.94182], [-4.82883, 7.03068, -1.71861], [1.49069, 3.80018, -5.33389]],
  "mulliken_charge": [0.1471, -0.0286, 1.0594, 0.2007, -0.1718, 0.3671, -0.1851, -0.2861, -0.3808, -0.3531, -0.2154, -0.1461, -0.3260, 0.2003, -0.3472, -0.3566, -0.3411, -0.3034, -0.2865, -0.7959, -0.9141, -0.2066, 0.2387, 0.5701, 0.3810, -0.2167, -0.3520, 2.0828, -0.7202, -0.9276, -0.1246, -0.9387, -0.2998, -0.0362, -0.0280, 2.1778, -1.2799, -0.3608, -0.6164, -0.0067, 0.9887, -1.5363, -0.3174, 0.2411, 0.1664, -0.6277, -0.4791, -0.4780, -0.5198, -0.3409, -1.1875, -1.5107, -1.8009, 0.6751, -0.4278, -0.3074, 0.4863, 0.7860, 0.1327, 0.2707, -0.6212, -0.8150, -0.2198, -0.4297, -1.2569, -0.0021, -0.6733, 0.8609, -1.2529, 0.3314, -0.6601, 0.1986, 1.1238, 0.6259, -0.7803, -0.5926, 0.4394, -0.5235, -0.8703, 0.1833, -0.7325, 0.3805, 0.3705, 0.2300, 0.4367, 0.1794, 0.2494, 0.2343, 0.4683, 0.4007, 0.4062, -0.7411, 0.3202, -0.1744, 0.4805, 0.3315, 0.1643, 0.4470, 0.3205, 0.4021, 0.4390, 0.4351, 0.4089, 0.2352, 0.4058, 0.4105, 0.4111, 0.4410, 0.3694, 0.2907, 0.4059, 0.3846, 0.0153, 0.2177, 0.2904, 0.4205, 0.4649, 0.2507, 0.6179, 0.3250, 0.2957, 0.3720, 0.3837, 0.3824]
}

***

# 2
{
  "formula": "C38H104F2N10O16S2",
  "method": "ωB97M-V with the def2-TZVPD basis set",
  "charge": 8,
  "homo_ev": -22.16,
  "species": ["S", "S", "F", "F", "O", "O", "O", "O", "O", "O", "O", "O", "O", "O", "O", "O", "O", "O", "O", "O", "N", "N", "N", "N", "N", "N", "N", "N", "N", "N", "C", "C", "C", "C", "C", "C", "C", "C", "C", "C", "C", "C", "C", "C", "C", "C", "C", "C", "C", "C", "C", "C", "C", "C", "C", "C", "C", "C", "C", "C", "C", "C", "C", "C", "C", "C", "C", "C", "H", "H", "H", "H", "H", "H", "H", "H", "H", "H", "H", "H", "H", "H", "H", "H", "H", "H", "H", "H", "H", "H", "H", "H", "H", "H", "H", "H", "H", "H", "H", "H", "H", "H", "H", "H", "H", "H", "H", "H", "H", "H", "H", "H", "H", "H", "H", "H", "H", "H", "H", "H", "H", "H", "H", "H", "H", "H", "H", "H", "H", "H", "H", "H", "H", "H", "H", "H", "H", "H", "H", "H", "H", "H", "H", "H", "H", "H", "H", "H", "H", "H", "H", "H", "H", "H", "H", "H", "H", "H", "H", "H", "H", "H", "H", "H", "H", "H", "H", "H", "H", "H", "H", "H"],
  "xyz": [[-1.28247, 0.92060, 0.15504], [0.78910, -0.05189, -0.60560], [1.50115, -1.51724, -0.73974], [-2.83996, 0.87435, -0.34079], [-2.87025, 3.04695, -4.15794], [-7.54770, 3.63206, 0.99509], [5.18559, -1.60097, -0.31822], [1.38802, 0.59396, -1.78385], [-5.12726, 2.28392, 2.34091], [0.05713, -1.30938, -4.52089], [1.30820, 0.38965, 0.69700], [-0.90359, 2.28506, -0.30526], [9.03460, 0.15231, 0.03068], [-1.47498, 0.71929, 1.60240], [-4.72393, -2.22756, -0.10630], [0.75912, 5.78168, 3.56339], [6.08632, 1.19795, -2.62440], [0.36999, 5.59996, -0.85287], [-0.73574, -9.71083, 3.61178], [1.93195, -4.90883, 2.42925], [5.00096, -0.22742, -4.25735], [-0.38356, 3.45984, -2.82101], [-2.63696, -2.10083, -1.37442], [-6.87827, 5.66404, -0.24545], [0.02112, -3.66017, -4.32065], [-0.74178, -0.45426, -0.70928], [0.63226, -7.25477, 3.23373], [0.97852, 3.36279, 1.78995], [-7.81852, 1.42532, 3.24266], [6.19831, 0.71383, 0.61760], [7.23513, 0.26932, 1.66341], [5.99748, 0.06683, -3.17540], [10.21529, -0.41478, -0.43293], [1.12587, -7.05521, 1.75158], [2.14699, -3.52592, 2.27805], [-6.72876, -0.38939, 1.91042], [-0.28922, 4.80126, 3.37656], [0.38468, 7.15882, 3.84334], [8.21119, -0.68541, 0.88979], [-7.20468, 6.60000, 0.88731], [1.03363, 4.11046, -2.95282], [1.32138, -3.54837, -3.56024], [6.93329, -1.06144, -2.85714], [5.36628, -3.02390, -0.38828], [-5.77074, 3.31874, -0.65634], [-3.93438, 3.06102, 2.63844], [-5.30241, 1.26644, 3.29512], [-1.57143, -8.60655, 3.21882], [-0.83456, -10.98754, 2.92785], [-3.39704, -1.62432, -2.56378], [-6.86979, 4.11981, 0.07462], [0.27973, 3.38420, 3.11231], [-0.85269, -7.32224, 3.60894], [4.68229, 0.28557, 0.88179], [-6.60704, 0.47789, 3.20771], [1.27305, 2.91153, 4.24312], [-0.41224, -2.32201, -4.90444], [-4.28049, 2.86348, -4.26959], [-1.42278, -2.28070, -6.01922], [-3.47635, -2.22285, -0.13064], [-2.67106, -2.36972, 1.06879], [-0.60089, 2.30748, -3.86546], [3.67907, -0.59360, -3.62773], [1.06039, 5.45680, -2.13737], [-2.12430, 1.82253, -3.88815], [1.09089, -5.58865, 1.49215], [4.59649, -1.21099, 0.86657], [0.85699, 6.66831, -0.03868], [6.65942, -0.20308, 2.45933], [-0.75958, 3.44119, -1.88379], [6.28919, -3.40493, 0.04891], [0.20379, 6.58636, 0.83006], [-0.02900, -11.62081, 3.29952], [-2.77521, -1.48893, 1.70239], [-2.16757, 0.95216, -4.54288], [-5.84492, -1.02395, 1.84518], [2.19755, -7.24132, 1.68114], [-1.67723, -8.57607, 2.13439], [-2.71352, -1.71411, -3.40808], [4.25263, 0.77671, 1.75486], [-6.98204, 7.56242, 0.42659], [4.50909, -3.50153, 0.08627], [7.46937, -1.24262, -3.78875], [1.31932, -5.27863, 0.47244], [1.90722, 6.44982, 0.15470], [0.06898, -5.24551, 1.65357], [-5.36006, 1.79404, 4.24717], [-5.30703, 3.90078, -1.45277], [0.20488, 7.19220, 4.91789], [6.28633, -1.90013, -2.59997], [-3.61934, 3.59171, 1.73998], [-4.93516, 2.87590, -0.11429], [-8.71470, 0.95954, 3.24798], [-3.07729, 2.44861, 2.91851], [-4.47144, 0.56111, 3.28456], [-2.20561, 1.45261, -2.86607], [-4.68827, 2.44138, -3.35109], [4.92723, 0.54564, -4.90315], [5.17466, -3.36257, -1.40646], [-1.81316, -1.55807, -1.15790], [9.89056, -1.40231, -0.76068], [0.24067, 3.29506, 1.10357], [2.02802, -3.07441, -4.24151], [7.73326, 1.16122, 2.04354], [-1.61316, -2.31357, 0.81229], [-1.95333, -1.32921, -6.05497], [-4.00888, 3.80251, 3.43389], [2.25623, 3.37455, 4.15909], [3.51952, -1.36531, 0.93315], [-8.27511, 6.61532, 1.09235], [-1.09144, 4.11505, -3.12052], [0.14084, 1.51742, -3.74821], [1.20425, -2.92235, -2.67566], [3.36749, 0.27941, -3.05427], [-7.52391, 5.75292, -1.01705], [0.72021, 7.65315, -0.48531], [-3.77762, -0.61932, -2.38144], [1.02163, -8.15897, 3.45940], [2.99255, -3.15014, 2.85417], [7.69085, -1.48022, 0.35534], [-6.82702, 0.14458, 0.96526], [6.10182, 1.71887, 0.59148], [1.68842, -4.53961, -3.29409], [-4.76202, 3.81197, -4.50752], [-5.96985, 5.91062, -0.61163], [3.90789, -1.45824, -3.00472], [0.01175, -4.39729, -5.01106], [-1.38644, -6.55323, 3.05050], [2.82886, -0.65632, -4.30693], [-1.84040, -11.35745, 3.12672], [5.31578, -0.98368, -4.84815], [1.55232, 2.53345, 1.73461], [1.10286, -6.68017, 3.91819], [0.72570, 6.24431, -2.81259], [10.54896, 0.21643, -1.25655], [1.29582, -2.90478, 2.55697], [2.10073, 5.62587, -1.85954], [-7.73277, 1.98266, 2.40475], [-7.55540, -1.09864, 1.95195], [10.92281, -0.44680, 0.39562], [-6.27051, 2.46993, -1.12307], [-0.49332, 7.55699, 3.33476], [-0.79215, -2.40202, -6.89995], [-6.71881, -0.15735, 4.08639], [-0.83537, -10.84857, 1.84674], [-0.91808, 4.76042, 4.26592], [-1.01189, 5.07996, 2.60963], [6.52942, 0.42310, -0.29121], [-7.93409, 2.03366, 4.04057], [-2.81509, -3.27188, 1.66330], [4.17869, 0.68175, 0.00001], [-0.70257, -3.97745, -3.69158], [-0.92204, -7.21933, 4.69185], [8.83983, -1.20858, 1.61034], [5.11270, -1.66013, 1.71505], [1.66697, 3.32066, -2.54886], [-6.54841, 6.38404, 1.73038], [-4.55216, 2.16335, -5.05961], [7.62114, -0.74401, -2.07343], [1.59073, 4.15942, 1.68660], [2.39690, -3.29924, 1.24158], [-0.39298, 2.73194, -4.84766], [-2.29036, -3.02994, -1.56605], [-2.11986, -3.11865, -6.01495], [-0.44292, 2.57463, 3.01003], [-4.22401, -2.32640, -2.67008], [0.78987, 3.10566, 5.20069], [1.43249, 1.83571, 4.31578], [1.24625, 7.76811, 3.57028], [-2.55120, -8.71514, 3.68398], [1.33427, 4.36071, -3.97021], [0.45884, -7.66095, 1.13818]],
  "mulliken_charge": [0.4715, 0.5871, -0.1520, -0.3190, -0.3845, -0.5444, -0.0176, -0.3700, 0.0892, -0.1892, -0.6380, -0.5617, -0.3821, -0.6224, -0.4848, -0.3887, -0.5094, -0.2182, -0.3714, -0.4097, 0.0475, 0.4213, 0.4855, -0.1516, 0.0640, -0.4455, -0.1255, 0.4589, -0.1273, 0.2264, -0.6390, 0.3662, -0.7458, -0.8182, -0.3480, -1.0767, -0.7279, -0.8407, -0.4302, -0.8157, -0.3302, -0.8352, -0.5895, -0.8727, -0.6603, -1.0690, -0.7353, -0.6980, -0.7049, -0.6772, 0.3853, 0.5963, -0.3781, -1.0506, -0.0595, -1.5353, 0.1710, -0.5938, -1.1446, 0.7211, -0.4704, -0.8471, -0.6990, -0.7067, 0.2021, -0.0116, 0.6251, -0.7167, 0.3144, -0.0594, 0.3351, 0.0386, 0.2699, -0.0961, 0.5039, 0.1170, 0.3772, 0.3275, 0.0985, 0.4084, 0.4307, 0.1947, 0.5887, 0.3900, 0.4074, 0.0531, 0.4950, 0.4114, 0.3589, 0.2177, 0.2643, 0.0017, 0.4099, 0.3173, 0.3133, -0.2875, 0.0672, 0.4531, 0.3512, 0.3960, 0.3426, -0.2287, 0.4052, 0.4825, -0.0387, 0.2887, 0.4968, 0.3884, -0.5605, 0.3389, 0.6154, 0.1133, 0.1304, 0.2629, 0.3881, 0.3855, 0.2703, 0.3964, 0.3549, 0.1599, 0.2650, 0.4464, 0.4438, 0.3288, 0.4147, 0.0847, 0.4578, 0.0787, 0.5065, 0.3236, 0.4294, 0.0146, 0.4293, 0.3644, 0.2404, 0.3413, 0.4976, 0.1199, 0.4805, 0.3461, 0.3329, 0.3526, 0.4334, 0.4236, 0.3142, 0.6477, 0.3829, -0.1681, 0.3871, 0.5731, 0.1203, 0.3215, 0.4854, 0.6297, 0.5647, 0.0620, 0.3288, 0.3330, -0.0737, 0.5295, -0.1667, 0.5886, 0.4140, 0.4600, -0.0064, 0.4729, 0.4283, 0.4460, 0.2890, 0.4948, 0.4689, 0.3777]
}

***

What is the formula in the first record?
C51H43Cl2F12I2N7O5PRb